Record 1
58
Properties=species:S:1:pos:R:3:forces:R:3:nbo_charge:R:1 method="wB97M-V/def2-TZVPD" spin_multiplicity=1 smiles="Cc1ccc(Oc2ncccc2NC(=O)CC2(CC(=O)O)CCCC2)c2c1CCC2" e_tot_ev=-36514.6591 de_lowest_kj_mol=85.8 homo_ha=-0.30124 molar_mass_da=408.5 lumo_energy_ha=0.017
C -7.14323 -1.10734 0.86794 0.08 0.00 -0.05 -0.63
C -5.76085 -0.59614 0.60206 0.04 0.06 0.01 -0.01
C -4.83415 -1.36415 -0.08727 0.08 0.25 0.03 -0.02
C -3.54908 -0.89995 -0.33392 0.14 0.26 -0.04 0.02
C -3.15989 0.35718 0.10125 -0.57 -0.26 0.12 0.26
C -4.07593 1.13946 0.79315 0.34 0.09 0.06 -0.24
C -5.35234 0.66240 1.03107 -0.02 -0.16 -0.01 -0.20
H -6.04913 1.28768 1.56997 -0.07 0.08 0.06 0.21
H -3.79078 2.11943 1.13793 -0.04 0.02 0.03 0.23
O -1.83930 0.71698 -0.11616 0.10 -0.23 0.08 -0.50
C -1.49209 1.99473 -0.40694 0.22 0.86 -0.28 0.48
N -2.40530 2.89923 -0.67262 0.14 -0.71 0.07 -0.47
C -2.01263 4.12943 -0.98249 0.17 0.34 -0.07 0.03
C -0.68628 4.50294 -1.03643 -0.17 -0.09 0.02 -0.26
C 0.29011 3.55143 -0.76117 -0.05 -0.05 0.01 -0.20
C -0.10230 2.26278 -0.44126 -0.30 0.17 -0.01 0.08
N 0.76124 1.20820 -0.15039 -0.43 -0.25 0.03 -0.61
C 2.12511 1.21480 -0.09798 -0.26 -0.57 0.14 0.71
O 2.80109 2.19844 -0.29481 0.18 0.32 -0.04 -0.62
C 2.66863 -0.16804 0.23744 0.39 0.07 -0.05 -0.51
H 2.35727 -0.84444 -0.56236 -0.09 -0.03 0.08 0.24
C 4.19195 -0.22710 0.40952 -0.23 0.10 -0.20 -0.01
C 4.65652 0.74466 1.51855 0.23 0.02 -0.01 -0.39
H 5.07124 1.66041 1.10480 -0.07 0.10 0.00 0.23
H 3.80555 1.02158 2.14223 -0.05 0.06 0.04 0.20
C 5.66286 -0.04136 2.35397 -0.18 -0.02 0.09 -0.41
H 5.78069 0.36879 3.35573 0.10 0.05 0.02 0.21
H 6.63881 -0.04922 1.86696 0.10 0.01 -0.01 0.20
C 5.07356 -1.44675 2.35248 0.11 0.00 -0.05 -0.40
H 4.21338 -1.48715 3.02358 -0.03 -0.01 0.08 0.19
H 5.78698 -2.20780 2.66414 -0.04 -0.07 0.07 0.21
C 4.62914 -1.62909 0.90164 -0.03 -0.06 0.14 -0.41
H 5.46984 -1.98286 0.30519 -0.01 -0.05 -0.03 0.22
H 3.82772 -2.36183 0.80689 -0.01 -0.08 -0.09 0.21
C 4.89911 0.12822 -0.91781 -0.12 0.08 0.01 -0.53
C 4.69389 -0.91523 -1.97802 0.45 -0.20 -0.04 0.80
O 5.44663 -1.82129 -2.22311 0.10 -0.10 -0.02 -0.60
O 3.54582 -0.75172 -2.65628 -0.63 0.31 -0.22 -0.70
H 3.46279 -1.43405 -3.34130 0.25 -0.03 0.20 0.50
H 5.97026 0.20547 -0.73018 -0.01 -0.05 -0.07 0.23
H 4.51280 1.08322 -1.27203 0.12 -0.01 0.01 0.26
H 2.19571 -0.50410 1.16417 -0.04 -0.03 0.01 0.23
H 0.27824 0.33772 0.02985 0.22 0.06 0.01 0.42
H 1.33795 3.79901 -0.79248 0.02 -0.03 0.00 0.26
H -0.40695 5.51324 -1.28784 0.00 0.10 -0.03 0.22
H -2.81460 4.82378 -1.18970 0.01 0.16 -0.05 0.19
C -2.73850 -1.92438 -1.07094 0.13 0.02 -0.05 -0.44
H -2.14137 -1.48433 -1.86997 0.07 -0.04 0.02 0.22
H -2.05539 -2.42292 -0.37689 0.08 -0.01 -0.03 0.21
C -3.80297 -2.90015 -1.59582 0.01 -0.07 0.01 -0.39
H -3.43828 -3.92526 -1.63869 -0.01 -0.01 -0.08 0.21
H -4.09916 -2.60314 -2.60280 0.01 -0.01 -0.02 0.20
C -5.00290 -2.74646 -0.64753 -0.05 -0.09 -0.02 -0.43
H -5.95480 -2.87529 -1.16265 -0.05 -0.07 0.04 0.22
H -4.96121 -3.47945 0.16343 -0.06 -0.08 0.00 0.21
H -7.10220 -2.05169 1.40947 -0.09 -0.08 0.05 0.22
H -7.66894 -1.28613 -0.06969 -0.12 -0.04 -0.03 0.22
H -7.71434 -0.39240 1.45411 -0.08 0.01 0.04 0.22

***

Record 2
60
Properties=species:S:1:pos:R:3:forces:R:3:nbo_charge:R:1 method="wB97M-V/def2-TZVPD" spin_multiplicity=1 smiles="CCOC(=O)C(C(=O)OCC)(c1ccc([N+](=O)[O-])cc1)[C@@H](c1ccccc1)N1CCCC1" e_tot_ev=-40603.5361 de_lowest_kj_mol=645.2 homo_ha=-0.27918 molar_mass_da=440.5 lumo_energy_ha=-0.034
C -2.43302 -3.52570 1.36256 0.15 0.25 0.29 -0.41
C -3.38943 -2.56185 0.66591 0.17 0.26 -0.59 -0.41
C -2.51721 -1.37388 0.22964 -0.58 0.44 0.33 -0.20
N -1.14842 -1.75162 0.42198 -0.50 -0.28 1.78 -0.47
C -0.09839 -1.08617 -0.26867 -0.13 -4.37 -1.40 0.01
C 1.28561 -1.72685 0.05725 -0.18 0.25 -0.34 -0.05
C 1.54920 -2.98722 -0.50315 0.22 -0.04 -0.02 -0.13
C 2.71092 -3.69028 -0.18746 0.02 0.49 0.13 -0.24
C 3.66881 -3.09709 0.65181 -0.21 -0.16 0.08 -0.21
C 3.45162 -1.81585 1.15349 -0.35 0.14 -0.24 -0.20
C 2.27411 -1.12320 0.82910 0.21 -0.52 0.33 -0.20
C -1.01957 -3.08996 0.94470 0.08 -0.66 -0.22 -0.19
H -2.53152 -3.44173 2.44409 -0.05 -0.05 0.04 0.21
H -2.63401 -4.55796 1.07869 0.08 -0.01 0.12 0.21
H -3.83325 -3.00866 -0.22782 -0.03 -0.10 0.18 0.20
H -4.19648 -2.20563 1.30689 0.00 -0.20 -0.04 0.21
H -2.74066 -1.06510 -0.80109 0.03 -0.15 -0.04 0.18
H -2.75379 -0.51301 0.86588 -0.10 -0.07 -0.13 0.18
H -0.25823 -1.41224 -1.31311 0.31 0.52 -0.34 0.20
H 0.82525 -3.43047 -1.19585 0.31 0.19 0.31 0.21
H 2.85706 -4.69290 -0.59080 0.06 0.31 0.09 0.22
H 4.56606 -3.64971 0.93578 -0.23 0.17 -0.14 0.22
H 4.16330 -1.32801 1.82363 -0.08 -0.27 -0.30 0.21
H 2.13780 -0.12642 1.23423 0.24 -0.36 -0.05 0.21
H -0.30753 -3.16884 1.78006 -0.14 0.18 -0.15 0.20
H -0.65591 -3.78182 0.17351 -0.05 -0.12 0.07 0.16
C 4.21402 1.99004 -1.54110 0.68 0.13 0.05 -0.63
C 2.96678 1.41168 -2.12146 0.03 0.00 0.26 -0.07
O 2.09189 1.19815 -0.98430 -0.69 -0.13 -0.52 -0.50
C 0.92831 0.68005 -1.37194 0.35 -0.02 -1.67 0.86
C -0.11658 0.36222 -0.27669 0.25 3.62 0.40 -0.34
C 0.23661 0.87622 1.12430 0.07 0.21 1.72 0.85
O -0.03374 0.29390 2.16700 0.24 0.90 -1.66 -0.60
O 0.84795 2.07938 1.09785 -0.45 -0.69 0.33 -0.53
C 1.34126 2.56950 2.37831 -0.11 -0.18 -0.52 -0.07
C 2.38234 3.59355 2.00656 0.21 0.34 -0.06 -0.63
C -1.43782 1.12400 -0.64696 -0.54 0.08 -0.22 0.06
C -2.23652 1.77538 0.32453 0.40 0.23 -0.29 -0.17
C -3.48758 2.30291 0.00732 0.22 -0.40 -0.40 -0.19
C -3.96056 2.16827 -1.30577 1.79 -0.87 0.31 0.02
N -5.35730 2.06760 -1.54352 -3.23 0.49 -0.72 0.50
O -5.74464 1.77890 -2.69782 0.70 0.57 2.04 -0.38
O -6.13609 2.22203 -0.57984 1.36 -0.20 -1.58 -0.38
C -3.09568 1.74576 -2.32623 -0.22 -0.15 0.63 -0.15
C -1.87687 1.17708 -1.98018 0.25 0.47 -0.01 -0.23
O 0.73832 0.39288 -2.55319 0.01 0.27 1.83 -0.62
H 4.87075 2.32137 -2.34571 0.06 0.01 0.01 0.22
H 3.99924 2.84995 -0.90282 -0.04 -0.05 -0.10 0.21
H 4.75473 1.24411 -0.95227 -0.07 0.09 -0.01 0.22
H 2.46671 2.09840 -2.81252 0.11 -0.21 0.07 0.19
H 3.13393 0.44649 -2.61440 -0.04 0.30 0.02 0.20
H 0.48584 2.99267 2.91926 0.30 -0.17 0.08 0.19
H 1.77556 1.72164 2.92629 -0.28 0.29 -0.03 0.20
H 2.90042 3.96196 2.89395 -0.06 -0.03 0.01 0.22
H 3.12979 3.13791 1.34068 -0.25 0.16 0.19 0.22
H 1.92690 4.45698 1.50097 0.15 -0.29 0.07 0.22
H -1.90964 1.84039 1.36463 -0.10 -0.08 -0.33 0.23
H -4.11338 2.75161 0.76978 -0.01 -0.27 -0.07 0.25
H -3.40968 1.79080 -3.36086 -0.12 -0.25 0.14 0.25
H -1.24764 0.78840 -2.77507 -0.21 0.01 0.27 0.27

***

Record 3
61
Properties=species:S:1:pos:R:3:forces:R:3:nbo_charge:R:1 method="wB97M-V/def2-TZVPD" spin_multiplicity=1 smiles="CCOCCCNC(=O)COC(=O)/C=C/c1ccc(S(=O)(=O)N2CCc3ccccc32)cc1" e_tot_ev=-51442.9110 de_lowest_kj_mol=65.5 homo_ha=-0.32249 molar_mass_da=472.6 lumo_energy_ha=-0.025
C 1.11423 3.28070 1.77773 0.00 -0.40 0.20 -0.64
C 0.81274 2.20734 2.81978 -0.07 0.29 -0.05 -0.07
O 1.23311 0.91381 2.41215 -0.15 -0.10 -0.20 -0.58
C 2.58903 0.59951 2.67453 0.37 0.01 0.22 -0.07
H 3.23287 1.44870 2.41540 -0.03 -0.05 -0.06 0.18
C 2.85950 0.17493 4.12346 -0.35 -0.18 -0.30 -0.44
C 2.18023 -1.14884 4.48534 0.25 0.12 0.20 -0.23
N 0.74347 -1.04520 4.40923 0.06 0.06 -0.52 -0.62
C -0.05656 -1.08084 5.48575 -0.44 0.05 -0.43 0.65
O 0.30908 -1.33768 6.61242 -0.07 0.00 0.40 -0.63
C -1.53085 -0.79446 5.17996 -0.11 -0.29 0.65 -0.17
H -1.86923 0.01161 5.83983 0.07 -0.12 -0.11 0.21
H -2.12719 -1.68735 5.40163 0.19 0.18 0.00 0.24
O -1.72381 -0.40867 3.82679 0.22 0.20 -0.07 -0.53
C -2.76427 -0.94743 3.16011 -0.19 -0.22 0.14 0.76
O -3.57840 -1.67636 3.66853 0.08 0.16 -0.11 -0.58
C -2.78479 -0.54506 1.74367 0.25 0.16 -0.30 -0.29
C -1.72663 -0.01363 1.12068 -0.32 -0.26 0.61 -0.13
C -1.64112 0.38455 -0.27283 0.05 0.16 -0.62 -0.09
C -0.38066 0.71779 -0.78260 -0.22 -0.08 0.07 -0.13
C -0.23157 1.10746 -2.09935 0.12 0.10 -0.04 -0.20
C -1.34708 1.17046 -2.91433 0.12 0.20 -0.59 -0.34
C -2.60516 0.85897 -2.43181 -0.22 -0.02 -0.04 -0.20
C -2.75444 0.46963 -1.11439 0.19 0.00 0.06 -0.18
H -3.73723 0.24169 -0.73332 -0.12 0.00 0.02 0.22
H -3.45264 0.94645 -3.09372 -0.15 -0.01 -0.02 0.24
S -1.13375 1.53916 -4.65595 -0.13 -0.12 0.05 2.33
O -0.03060 2.43229 -4.82171 0.22 -0.23 0.21 -0.93
O -2.40135 1.87706 -5.22711 -0.11 -0.26 0.15 -0.93
N -0.68936 0.04484 -5.28858 -0.34 1.28 -0.01 -0.65
C 0.45084 -0.54216 -4.72267 0.83 -0.62 0.36 0.10
C 1.72387 -0.00813 -4.67813 0.03 -0.04 -0.06 -0.22
C 2.71790 -0.75694 -4.06190 0.02 0.09 0.01 -0.21
C 2.44192 -1.99713 -3.51060 0.02 -0.12 0.09 -0.22
C 1.15708 -2.52535 -3.56009 0.06 0.06 -0.03 -0.22
C 0.16419 -1.79236 -4.17137 -0.06 0.29 -0.20 0.03
C -1.29781 -2.08996 -4.35195 -0.04 0.03 0.09 -0.46
H -1.47321 -3.07916 -4.77260 -0.05 0.01 0.01 0.23
H -1.81864 -2.03006 -3.39175 -0.02 -0.02 -0.04 0.22
C -1.73604 -0.97532 -5.31974 -0.60 -0.42 -0.22 -0.22
H -2.68969 -0.51537 -5.06708 -0.04 -0.17 -0.08 0.23
H -1.79663 -1.35398 -6.34452 -0.06 0.04 0.13 0.21
H 0.94135 -3.49093 -3.12765 -0.01 -0.11 0.05 0.22
H 3.23201 -2.56258 -3.04007 0.08 -0.04 0.03 0.21
H 3.72279 -0.36471 -4.01668 0.09 0.03 0.00 0.22
H 1.92030 0.96347 -5.10055 0.07 0.07 -0.07 0.25
H 0.72999 1.37754 -2.50472 0.14 0.01 0.06 0.24
H 0.47887 0.66351 -0.13100 0.09 0.01 0.09 0.22
H -0.81388 0.13499 1.68098 0.06 0.01 0.11 0.23
H -3.71364 -0.76851 1.24081 -0.06 -0.03 -0.06 0.22
H 0.36830 -0.69351 3.53892 -0.07 -0.03 0.23 0.42
H 2.51849 -1.93655 3.80332 0.05 0.01 0.10 0.19
H 2.42722 -1.43358 5.51090 0.00 -0.05 -0.17 0.24
H 2.51274 0.95001 4.80924 0.08 0.03 0.06 0.21
H 3.93696 0.06761 4.25225 0.07 0.04 0.01 0.22
H 2.82486 -0.22937 1.99998 0.09 0.08 0.03 0.19
H 1.27294 2.47396 3.77789 -0.08 -0.05 0.00 0.17
H -0.26799 2.12773 2.96855 0.08 0.03 0.09 0.19
H 0.61943 3.04511 0.83867 -0.05 0.01 -0.09 0.21
H 0.75392 4.24165 2.13340 -0.03 0.15 0.01 0.22
H 2.18396 3.35869 1.59686 0.09 0.06 -0.03 0.21

***

Record 4
60
Properties=species:S:1:pos:R:3:forces:R:3:nbo_charge:R:1 method="wB97M-V/def2-TZVPD" spin_multiplicity=1 smiles="COc1cc(-c2cc(C(=O)NN3CCN(C)CC3)c3ccccc3n2)cc(OC)c1OC" e_tot_ev=-39491.1630 de_lowest_kj_mol=488.3 homo_ha=-0.29593 molar_mass_da=436.5 lumo_energy_ha=0.002
C 4.61608 2.18837 -4.13917 0.30 0.19 -0.29 -0.24
H 5.11621 3.04414 -3.68337 -0.02 -0.09 -0.08 0.19
H 3.89027 2.54320 -4.87542 0.05 0.00 0.05 0.17
H 5.35019 1.55413 -4.63698 -0.05 0.06 0.02 0.19
O 4.01500 1.35717 -3.17103 -0.23 -0.05 0.24 -0.50
C 3.12720 1.84104 -2.26178 -0.12 0.11 0.06 0.29
C 2.68827 0.87527 -1.35334 -0.14 0.06 0.11 -0.25
C 1.78486 1.18504 -0.35296 0.31 0.47 -0.53 -0.05
C 1.32778 2.49789 -0.23610 -0.07 0.14 -0.01 -0.31
C 1.75587 3.47222 -1.11692 0.03 -0.06 0.00 0.34
C 2.64740 3.15194 -2.16404 0.05 0.15 -0.26 0.15
O 3.08707 4.12969 -3.03683 0.06 -0.32 0.62 -0.52
C 2.09356 4.76179 -3.81942 -0.24 0.14 -0.23 -0.25
H 1.40831 5.35125 -3.20813 0.07 -0.05 -0.08 0.20
H 1.52140 4.02620 -4.39689 0.06 0.02 0.02 0.17
H 2.63279 5.41846 -4.50051 -0.07 -0.01 -0.03 0.19
O 1.36843 4.78040 -1.04440 0.36 -0.29 -0.29 -0.51
C 0.55532 5.17648 0.03346 -0.16 0.07 0.19 -0.25
H -0.42413 4.68884 -0.00103 0.05 0.01 0.02 0.18
H 0.42725 6.25240 -0.07832 -0.02 -0.08 0.05 0.20
H 1.03364 4.96478 0.99394 -0.03 -0.01 -0.03 0.18
H 0.64703 2.71734 0.56774 -0.06 0.10 0.05 0.24
C 1.30531 0.18805 0.61242 -0.26 -0.24 0.50 0.23
N 0.79394 0.64858 1.73109 0.25 0.41 -0.42 -0.43
C 0.35830 -0.20954 2.66866 -0.10 -0.75 0.16 0.14
C -0.16279 0.31304 3.87168 -0.07 -0.09 0.18 -0.18
C -0.60200 -0.52726 4.85610 0.01 0.25 -0.04 -0.21
C -0.53249 -1.91958 4.69144 0.03 -0.29 -0.09 -0.21
C -0.03965 -2.45749 3.53400 -0.06 -0.03 0.15 -0.21
C 0.40017 -1.61924 2.49339 0.12 0.48 -0.03 -0.02
C 0.88301 -2.09344 1.24903 0.39 0.46 -0.10 -0.04
C 1.35229 -1.19907 0.32631 -0.08 -0.32 0.30 -0.24
H 1.71691 -1.54452 -0.62787 0.04 -0.05 -0.10 0.23
C 0.81453 -3.55426 0.91279 -0.11 0.11 -0.06 0.65
O 1.74852 -4.32280 0.90076 0.23 -0.01 0.04 -0.59
N -0.44976 -3.92917 0.59453 -0.61 -0.37 -0.17 -0.46
N -1.47454 -2.98555 0.53757 0.09 -0.25 -0.11 -0.28
C -2.63537 -3.36382 1.32093 -0.18 0.14 0.26 -0.25
C -3.58159 -2.15579 1.37329 0.07 -0.18 0.10 -0.22
N -3.97894 -1.67930 0.06513 -0.11 0.11 -0.01 -0.44
C -4.98380 -2.49233 -0.58683 0.06 0.01 0.03 -0.41
H -5.27531 -2.00355 -1.51565 -0.06 -0.04 -0.05 0.20
H -4.66433 -3.51693 -0.82233 -0.03 -0.04 -0.03 0.16
H -5.85790 -2.54749 0.06086 -0.07 -0.05 -0.03 0.20
C -2.80244 -1.42484 -0.73941 0.15 -0.10 -0.12 -0.23
C -1.84879 -2.62520 -0.81960 -0.06 0.26 -0.15 -0.25
H -0.94550 -2.34169 -1.36320 -0.03 -0.03 -0.01 0.22
H -2.32769 -3.46708 -1.34921 0.08 0.00 0.03 0.17
H -3.11218 -1.12737 -1.74263 0.04 0.04 0.00 0.20
H -2.26209 -0.59388 -0.27637 0.07 0.01 -0.09 0.21
H -4.47414 -2.40665 1.94883 0.02 0.02 0.04 0.20
H -3.05679 -1.33765 1.87543 0.00 -0.06 0.11 0.21
H -2.30494 -3.61326 2.33047 -0.03 -0.03 -0.05 0.22
H -3.14980 -4.24124 0.89109 0.06 0.01 0.02 0.16
H -0.61120 -4.88367 0.27229 0.08 0.21 0.06 0.38
H 0.03827 -3.52827 3.40990 -0.04 -0.12 0.03 0.22
H -0.86635 -2.56416 5.49147 -0.01 -0.07 0.04 0.22
H -0.99710 -0.12507 5.77765 -0.02 0.06 0.06 0.22
H -0.19024 1.38524 3.98804 0.00 0.11 -0.01 0.22
H 3.10663 -0.11180 -1.46054 0.05 -0.14 -0.01 0.22

***

For the records above, the corresponding gap between HOMO and LUMO values read 8.65 6.68 8.10 8.12 eV.